Record 1
{"formula": "C2H5N5O", "method": "ωB97M-V/def2-TZVPD", "elements": ["C", "C", "H", "H", "H", "H", "H", "N", "N", "N", "N", "N", "O"], "coordinates": [[2.09826, -0.19617, 0.13748], [-1.34560, 0.71086, -0.24025], [3.12282, 0.06447, -0.30854], [2.14607, 0.06006, 1.21413], [2.08096, -1.33000, -0.06767], [-3.34173, -0.18368, 0.29005], [-0.19983, 2.11559, 0.38129], [-0.11090, -0.03251, -0.09093], [-0.31434, -1.41823, -0.18426], [-1.48869, -1.73289, -0.07962], [-2.29331, -0.38149, -0.25563], [-1.31073, 1.95852, -0.01386], [0.95702, 0.36547, -0.78219]], "forces_ev_per_angstrom": [[1.893, -1.271, -2.898], [1.023, -2.888, 2.068], [-1.759, 0.308, 0.316], [-1.029, 0.181, -0.814], [-0.345, 1.781, 0.851], [4.381, -1.141, -2.058], [-3.954, -0.108, -1.947], [-2.520, -2.031, -0.383], [-0.340, 0.392, 0.350], [-1.420, 2.891, -0.461], [-2.198, 1.544, 1.634], [2.453, 0.512, 1.078], [3.815, -0.171, 2.264]], "smiles": "[H]/N=c1/[nH]nnn1OC", "relative_energy_ev": 6.178}

---

Record 2
{"formula": "C2H5N5O", "method": "ωB97M-V/def2-TZVPD", "elements": ["C", "C", "H", "H", "H", "H", "H", "N", "N", "N", "N", "N", "O"], "coordinates": [[-0.07891, 0.50875, -0.04767], [-0.25153, -1.89882, -1.10466], [0.56996, 1.01941, 2.59437], [1.76471, 1.23084, 1.49583], [-0.45901, 2.47947, 0.66094], [-0.41078, -2.88428, -1.44888], [-1.59195, -0.96514, -2.25442], [0.90285, 1.59118, 1.84570], [0.04699, 1.61440, 0.74836], [0.74240, -0.47231, 0.34214], [0.82156, -1.66800, -0.37490], [-1.31817, -0.94196, -1.24322], [-0.73812, 0.38645, -1.21360]], "forces_ev_per_angstrom": [[3.510, -3.103, 1.655], [2.256, 1.533, 2.011], [-0.325, -0.695, 0.115], [0.724, -0.456, 0.162], [-0.153, -0.311, -0.459], [-0.269, -0.756, -0.781], [-0.036, -0.062, 1.261], [-0.008, 1.337, -0.516], [-1.436, 0.433, -0.675], [-0.993, 1.115, -0.140], [-3.156, 0.261, -1.577], [0.350, -0.732, -1.227], [-0.465, 1.435, 0.170]], "smiles": "NNC1=NN=CNO1", "relative_energy_ev": 4.127}

---

Record 3
{"formula": "C2H5N5O", "method": "ωB97M-V/def2-TZVPD", "elements": ["C", "C", "H", "H", "H", "H", "H", "N", "N", "N", "N", "N", "O"], "coordinates": [[-1.29010, 1.95815, 0.70790], [0.14941, 0.18655, 0.03366], [-2.12006, 1.14238, 1.27996], [-1.16438, 3.07927, 1.36025], [-1.38386, 2.04606, -0.69632], [0.98550, -2.37066, -1.02699], [2.19020, -2.19455, 1.06103], [0.04483, 1.15905, 0.84264], [-0.57014, 0.00175, -1.35615], [0.09350, -0.89618, -2.03350], [1.05390, -1.38569, -1.17824], [1.16543, -0.87654, 0.03700], [0.84578, -1.84960, 0.96876]], "forces_ev_per_angstrom": [[0.648, -0.493, -0.843], [-0.507, 0.573, -1.532], [2.151, 2.990, -2.019], [-0.531, -3.682, -2.303], [-0.471, 0.123, 4.811], [0.146, -1.013, -0.992], [-5.831, 0.822, 0.432], [-1.779, -0.803, -0.570], [2.243, -0.889, -0.462], [-2.243, 2.283, 4.598], [1.651, -2.355, -3.894], [-1.762, 4.689, 1.625], [6.285, -2.245, 1.149]], "relative_energy_ev": 9.554}

---

Record 4
{"formula": "C2H5N5S", "method": "ωB97M-V/def2-TZVPD", "elements": ["C", "C", "H", "H", "H", "H", "H", "N", "N", "N", "N", "N", "S"], "coordinates": [[1.47335, 0.07341, -0.13777], [-0.56150, 0.79343, -0.00620], [-2.74002, -1.31340, -0.01356], [-1.88313, -1.28616, 1.52913], [0.61198, -1.82565, -0.93608], [3.59427, 1.14774, -0.82126], [-1.02031, 2.62637, 0.17015], [-1.73345, -1.32892, 0.29740], [-0.78795, -0.55314, -0.26986], [0.63909, -1.10852, -0.19852], [0.73451, 1.19903, 0.20676], [-1.56129, 1.67682, -0.02706], [3.23446, -0.10101, 0.20687]], "forces_ev_per_angstrom": [[-3.076, 1.056, 2.497], [-4.114, 4.053, 0.085], [2.099, 0.675, -0.530], [1.085, 0.344, -4.536], [1.069, 0.593, 0.347], [-0.784, -2.940, 2.550], [-1.680, -2.356, -0.428], [-2.215, -1.286, 5.155], [2.445, 0.067, -0.017], [-1.365, 1.366, -0.528], [3.429, -4.607, -2.049], [3.470, 0.062, 0.731], [-0.362, 2.973, -3.278]], "smiles": "[H]/N=c1\\nc(S)[nH]n1N", "relative_energy_ev": 3.673}

---

Let's list orbital gap in order: 9.5844, 9.0168, 8.1084, 8.0449 eV.
Let's list electronic energy in order: -427.99607, -428.07145, -427.87201, -751.00675 Ha.